1.
Computed, not measured: C3H3N5O in the gas phase at a distorted geometry, with wB97M-V/def2-TZVPD.

Output
Energy in eV: -12654.9203
E_HOMO in eV: -8.6
Orbital gap in eV: 9.43
SMILES string: [H]/N=c1\onc2[nH]ncn12

XYZ file:
```
12
C3H3N5O wB97M-V/def2-TZVPD
H -3.2730 -0.8480 -0.0732
N -2.2545 -1.0637 -0.0377
C -1.4209 -0.1131 -0.0240
O -1.5767 1.2320 0.0797
N -0.2806 1.9997 -0.0247
C 0.5365 0.9573 -0.0512
N 1.8720 0.7238 -0.0120
N 2.0985 -0.6189 0.0003
C 0.9564 -1.1957 0.0259
N -0.0298 -0.2732 -0.0144
H 2.5610 1.4395 -0.0082
H 0.8110 -2.2398 0.1394
```


2.
Computed, not measured: C3H3N5O in the gas phase at a distorted geometry, with wB97M-V/def2-TZVPD.

Output
Energy in eV: -12654.6559
E_HOMO in eV: -8.7
Orbital gap in eV: 9.27
SMILES string: [H]/N=c1\[nH]c2nn[nH]c2o1

XYZ file:
```
12
C3H3N5O wB97M-V/def2-TZVPD
H 3.5708 0.5572 -0.0532
N 3.0183 -0.2664 0.0960
C 1.7217 -0.0354 0.0177
N 0.9352 1.1625 -0.0644
C -0.4140 0.7188 -0.0395
N -1.7709 1.1456 -0.0156
N -2.4583 0.0740 0.0902
N -1.7305 -0.9926 0.0195
C -0.4550 -0.5838 -0.0919
O 0.7645 -1.1324 -0.0650
H 1.4121 1.9689 0.2394
H -2.1725 -1.9252 0.1355
```


3.
Computed, not measured: C3H3NO in the gas phase at a distorted geometry, with wB97M-V/def2-TZVPD.

Output
Energy in eV: -6693.1692
E_HOMO in eV: -10.1
Orbital gap in eV: 9.99
SMILES string: O=C[C@@H]1C=N1

XYZ file:
```
8
C3H3NO wB97M-V/def2-TZVPD
O -1.9610 1.1837 0.1104
C -1.3364 0.3223 -0.4402
C 0.1857 0.2506 -0.3752
C 1.1049 0.9697 0.5590
N 1.6780 1.1663 -0.5283
H -1.8428 -0.5182 -1.0812
H 0.3564 -0.7222 -0.6394
H 1.4290 0.9385 1.5108
```


4.
Computed, not measured: C3H3NO in the gas phase at a distorted geometry, with wB97M-V/def2-TZVPD.

Output
Energy in eV: -6696.2648
E_HOMO in eV: -11.3
Orbital gap in eV: 10.96
SMILES string: CC(=O)C#N

XYZ file:
```
8
C3H3NO wB97M-V/def2-TZVPD
C -0.9685 -0.2430 0.0592
C 0.2801 0.5973 0.0495
O 0.3091 1.7906 0.2125
C 1.5622 -0.1226 -0.1759
N 2.5726 -0.6535 -0.3695
H -1.8327 0.4183 -0.0243
H -0.9643 -0.9718 -0.7570
H -1.0334 -0.7970 1.0035
```


5.
Computed, not measured: C3H3NO in the gas phase at a distorted geometry, with wB97M-V/def2-TZVPD.

Output
Energy in eV: -6694.0500
E_HOMO in eV: -10.6
Orbital gap in eV: 10.23
SMILES string: N#CCC=O

XYZ file:
```
8
C3H3NO wB97M-V/def2-TZVPD
N -1.1853 1.6680 -0.5902
C -0.3832 0.9840 -1.1059
C 0.2348 0.3745 0.2284
C 0.1434 -1.1137 0.0516
O 1.0674 -1.8386 0.3087
H 1.2515 0.7464 0.2802
H -0.2933 0.6610 1.1557
H -0.8352 -1.4816 -0.3285
```


6.
Computed, not measured: C3H3NO in the gas phase at a distorted geometry, with wB97M-V/def2-TZVPD.

Output
Energy in eV: -6695.9134
E_HOMO in eV: -10.9
Orbital gap in eV: 11.26
SMILES string: N#CCC=O

XYZ file:
```
8
C3H3NO wB97M-V/def2-TZVPD
N 1.8638 -0.2227 -0.9935
C 0.9086 -0.5744 -0.4425
C -0.3926 -0.8882 0.1772
C -1.2116 0.3279 0.4683
O -0.6603 1.4257 0.5614
H -0.3442 -1.5094 1.1268
H -0.9439 -1.6060 -0.5515
H -2.3024 0.0771 0.6707
```


7.
Computed, not measured: C3H3NO in the gas phase, with wB97M-V/def2-TZVPD.

Output
Energy in eV: -6695.4484
E_HOMO in eV: -10.1
Orbital gap in eV: 11.14
SMILES string: c1cnoc1

XYZ file:
```
8
C3H3NO wB97M-V/def2-TZVPD
C -0.2663 -0.1849 -0.6994
C -0.1134 -1.0124 0.4473
N 0.3483 -0.3496 1.4738
O 0.5296 0.9391 1.0305
C 0.1738 1.0178 -0.2578
H -0.6476 -0.4519 -1.6736
H -0.2906 -2.0764 0.5485
H 0.3285 1.9788 -0.7287
```


8.
Computed, not measured: C3H3NO in the gas phase at a distorted geometry, with wB97M-V/def2-TZVPD.

Output
Energy in eV: -6694.8241
E_HOMO in eV: -10.5
Orbital gap in eV: 11.15
SMILES string: C#CC(N)=O

XYZ file:
```
8
C3H3NO wB97M-V/def2-TZVPD
C -2.1531 0.1980 -0.0050
C -0.9297 0.1354 -0.1571
C 0.6037 0.4516 -0.0487
N 1.3375 -0.7411 0.0420
O 1.1561 1.5375 -0.0286
H -3.1110 0.5988 0.3490
H 0.7492 -1.5237 -0.2786
H 2.3474 -0.6565 0.1271
```


9.
Computed, not measured: C3H3NO in the gas phase at a distorted geometry, with wB97M-V/def2-TZVPD.

Output
Energy in eV: -6691.1869
E_HOMO in eV: -9.4
Orbital gap in eV: 9.03
SMILES string: N=C=C1CO1

XYZ file:
```
8
C3H3NO wB97M-V/def2-TZVPD
N 1.0522 -2.3595 -0.9228
C 0.0862 -1.2388 -0.6762
C -0.7408 -0.4528 -0.1032
C -0.9365 0.7477 0.7760
O -2.0165 -0.0411 0.2162
H 1.4310 -2.4862 -1.9498
H -0.7189 0.5136 1.9040
H -0.6508 1.6127 0.2603
```


10.
Computed, not measured: C3H3NO2 in the gas phase, with wB97M-V/def2-TZVPD.

Output
Energy in eV: -8744.5250
E_HOMO in eV: -8.9
Orbital gap in eV: 9.71
SMILES string: O=c1[nH]cco1

XYZ file:
```
9
C3H3NO2 wB97M-V/def2-TZVPD
O -0.6836 2.1998 0.8472
C -0.2878 1.1280 0.4749
N -0.8384 0.2551 -0.4458
C -0.0466 -0.8965 -0.5202
C 0.9586 -0.7147 0.3381
O 0.8499 0.5154 0.9429
H -1.4091 0.6136 -1.1952
H -0.3293 -1.7696 -1.0889
H 1.7864 -1.3312 0.6470
```


11.
Computed, not measured: 2 unconnected molecules or ions with the total composition C3H3NO2 at a distorted geometry, with wB97M-V/def2-TZVPD.

Output
Energy in eV: -8743.2637
E_HOMO in eV: -10.3
Orbital gap in eV: 10.55

XYZ file:
```
9
C3H3NO2 wB97M-V/def2-TZVPD
O -1.6144 2.6744 0.6592
C -1.7612 1.5674 0.4523
C -0.4404 -1.2249 -0.3921
N 0.6144 -0.7257 -0.8882
C 1.4481 -0.0004 -0.0237
O 1.0742 0.8732 0.7228
H -0.6778 -1.1629 0.6749
H -1.1408 -1.7426 -1.0467
H 2.5106 -0.2675 -0.1420
```


12.
Computed, not measured: 2 unconnected molecules or ions with the total composition C3H3NO2 at a distorted geometry, with wB97M-V/def2-TZVPD.

Output
Energy in eV: -8742.0047
E_HOMO in eV: -8.7
Orbital gap in eV: 9.31

XYZ file:
```
9
C3H3NO2 wB97M-V/def2-TZVPD
O 0.4679 -1.4529 1.1092
C -0.1201 -0.2180 1.0316
C 1.0052 0.8539 -1.2262
O 2.1289 0.6977 -1.1773
C -1.1077 0.1310 0.2265
N -1.7687 0.5779 -0.7152
H 0.1990 -1.9773 0.3441
H 0.2318 0.4760 1.7835
H -1.0363 0.9118 -1.3763
```